# 1
The following is a DFT calculation (wB97M-V/def2-TZVPD) of a gas-phase ion, C5H10N3 (charge +1).

Positions of all 18 atoms, in Å:
C1 2.01 0.59 -1.16
C2 1.78 -0.46 -0.07
N1 2.61 -0.26 1.02
N2 0.27 -0.33 0.23
C3 -0.86 -0.46 0.50
C4 -2.20 -0.43 0.77
C5 -3.33 -0.01 0.10
N3 -3.45 0.61 -1.07
H1 3.00 1.11 -1.22
H2 2.01 0.17 -2.13
H3 1.33 1.34 -1.23
H4 1.81 -1.50 -0.39
H5 2.81 -1.05 1.74
H6 2.64 0.67 1.57
H7 -2.36 -0.90 1.76
H8 -4.29 -0.06 0.60
H9 -4.33 0.79 -1.38
H10 -2.81 1.10 -1.57

The structure (SMILES) is C[C@@H](N)[N+]#C/C=C\N. The calculation puts the HOMO-LUMO gap at 9.58 eV. Its charge is +1. The value obtained for the LUMO energy is -0.1392 Eh.

---

# 2
The following is a DFT calculation (wB97M-V/def2-TZVPD) of a gas-phase ion, C5H10N3 (charge +1).

Positions of all 18 atoms, in Å:
C1 -0.89 -1.35 1.70
C2 -1.31 0.12 1.40
N1 -0.52 0.60 0.29
C3 0.03 1.72 0.11
C4 0.90 1.91 -1.04
C5 1.55 0.80 -1.61
N2 1.02 -0.37 -1.21
N3 0.77 -1.54 -1.50
H1 -1.28 -1.88 0.77
H2 -1.33 -1.72 2.52
H3 0.20 -1.51 1.66
H4 -1.28 0.88 2.31
H5 -2.36 0.01 0.95
H6 -0.19 2.66 0.62
H7 1.18 2.90 -1.33
H8 2.35 0.74 -2.27
H9 0.30 -2.10 -0.75
H10 0.87 -1.87 -2.59

The structure (SMILES) is CC/N=C/C=C\N=[NH2+]. The calculation puts the HOMO-LUMO gap (alpha / beta) at 7.35 / 7.35 eV. Its charge is +1. The value obtained for the LUMO energy (alpha / beta) is -0.2123 / -0.2123 Eh.

---

# 3
The following is a DFT calculation (wB97M-V/def2-TZVPD) of a gas-phase ion, C5H10N3 (charge +1).

Positions of all 18 atoms, in Å:
H1 2.23 0.91 -1.20
N1 2.68 0.10 -0.85
C1 2.28 -0.31 0.25
C2 1.09 0.29 1.06
C3 0.07 0.79 0.14
N2 0.27 1.79 -0.55
H2 -0.50 2.15 -1.24
C4 -1.26 0.00 0.06
C5 -2.47 0.45 -0.20
N3 -1.02 -1.40 -0.25
H3 2.91 -1.00 0.79
H4 0.65 -0.52 1.68
H5 1.59 0.90 1.76
H6 -2.82 1.46 -0.09
H7 -3.21 -0.31 -0.68
H8 -0.54 -1.65 -1.10
H9 -1.71 -2.01 0.09
H10 -0.22 -1.64 0.34

The structure (SMILES) is [H]/N=C\C/C(=N/[H])C(=C)[NH3+]. The calculation puts the HOMO-LUMO gap at 9.10 eV. Its charge is +1. The value obtained for the LUMO energy is -0.1525 Eh.

---

# 4
The following is a DFT calculation (wB97M-V/def2-TZVPD) of a molecular structure, C5H10N3.

Positions of all 18 atoms, in Å:
C1 0.79 -1.45 -0.31
C2 1.66 1.11 0.62
C3 0.21 0.63 -1.22
C4 -1.67 -0.67 -0.10
C5 -0.24 -0.70 -0.67
N1 1.81 -1.81 0.17
N2 0.56 1.31 0.03
N3 -1.54 0.46 0.86
H1 1.60 1.20 1.65
H2 2.62 0.85 -0.02
H3 1.15 0.62 -1.94
H4 -0.68 0.89 -1.86
H5 -2.49 -0.55 -0.74
H6 -2.03 -1.54 0.35
H7 2.55 -2.39 -0.17
H8 -0.66 1.21 0.59
H9 -2.50 0.70 1.02
H10 -1.14 0.12 1.74

The calculation puts the HOMO-LUMO gap at 9.53 eV. Its charge is +1. The value obtained for the LUMO energy is -0.1221 Eh.

---

# 5
The following is a DFT calculation (wB97M-V/def2-TZVPD) of a gas-phase ion, C5H10N3 (charge +1).

Positions of all 18 atoms, in Å:
N1 -0.81 2.13 -0.70
C1 -1.50 0.84 -0.74
C2 -0.60 -0.31 -1.25
C3 0.30 -0.72 -0.10
C4 1.13 -1.75 0.18
N2 1.64 -1.56 1.42
C5 1.23 -0.38 1.89
N3 0.48 0.16 0.96
H1 -0.12 2.13 -1.44
H2 -1.47 2.86 -0.92
H3 -1.94 0.53 0.19
H4 -2.32 0.84 -1.46
H5 0.12 0.15 -1.92
H6 -1.19 -1.13 -1.63
H7 1.28 -2.60 -0.47
H8 2.32 -2.11 1.94
H9 1.50 -0.07 2.87
H10 -0.04 1.01 1.16

The structure (SMILES) is NCCc1c[nH]c[nH+]1. The calculation puts the HOMO-LUMO gap at 10.60 eV. Its charge is +1. The value obtained for the LUMO energy is -0.1065 Eh.

---

We obtain electronic energy values of -9809.0873; -9806.0437; -9807.6559; -9807.1437; -9811.3119 eV for the records listed above, in that order.